Computed, not measured: the ion C4H9N2 with charge +1, with the ωB97M-V functional and the def2-TZVPD basis.

XYZ file:
```
15
Properties=species:S:1:pos:R:3:forces:R:3:mulliken_charge:R:1
C -3.185416 -0.208546 0.590346 2.12 -0.21 -1.37 -0.1435
C 2.113515 -0.458642 0.132356 -1.98 0.30 -0.72 -1.0523
C 0.636324 -0.337323 -0.606620 1.85 -1.32 3.05 -0.5245
C -0.395548 0.221670 0.350120 3.55 -0.99 1.20 -0.3832
N -2.535766 -0.502084 -0.723119 0.63 0.51 -0.78 -0.4747
N -1.682912 0.002985 -0.012490 -7.32 -0.53 2.09 0.6036
H -3.870639 0.624745 0.759181 0.75 0.18 -0.54 0.2834
H -3.398593 -1.145709 1.091764 0.55 0.14 0.42 0.2864
H 2.530307 0.544012 0.082092 0.21 0.00 0.22 0.3370
H 2.094292 -0.800977 1.193584 -0.12 0.04 -0.97 0.3574
H 2.708109 -1.098791 -0.522531 0.01 -0.04 0.41 0.3079
H 0.302296 -1.312328 -0.920290 0.10 -0.24 -0.57 0.4227
H 0.795831 0.370108 -1.344638 0.04 0.87 -2.01 0.3497
H -0.345982 -0.221040 1.371452 0.07 -0.02 -0.50 0.3621
H -0.170178 1.242106 0.539407 -0.46 1.30 0.08 0.2680
```
Positions in Å, forces in eV/Å.

Its total charge is +1. The energy comes out at -266.89780 hartree. The structure (SMILES) is CCC[N+]1=NC1. For the highest occupied orbital energy, the calculation gives -16.042 eV. The energy relative to the best compared isomer or geometry (same formula, charge and spin) comes out at 126.4 kcal per mole. For the HOMO-LUMO gap, the calculation gives 10.095 eV.

=====

Computed, not measured: the molecule C29H42N4O3, with the ωB97M-V functional and the def2-TZVPD basis.

XYZ file:
```
78
Properties=species:S:1:pos:R:3:forces:R:3:mulliken_charge:R:1
C 3.894888 5.839048 0.300237 -0.18 -0.17 -0.07 -1.5056
C 2.653698 4.961956 0.392861 0.06 0.14 0.26 0.7384
H 2.917612 3.922161 0.189166 -0.06 -0.05 -0.05 -0.1906
H 1.927550 5.274316 -0.360542 -0.06 -0.07 -0.03 0.3165
C 2.006018 5.053774 1.781241 0.21 -0.12 -0.30 -1.4284
N 0.841604 4.216623 1.935469 -0.13 0.36 0.08 0.0710
C 0.946598 2.854462 2.093342 -0.04 -0.39 0.17 0.5445
C 2.174740 2.225842 2.337135 0.12 0.10 -0.02 -0.7571
C 2.268273 0.859774 2.499531 -0.17 -0.06 0.00 -0.7971
C 1.148710 0.043695 2.419263 -0.07 -0.04 0.12 1.0237
C -0.079049 0.671221 2.251876 0.32 0.05 0.08 -1.1320
C -0.201672 2.039369 2.083734 -0.14 -0.01 -0.04 0.9307
C -1.573593 2.624708 1.878346 -0.05 0.16 0.04 -1.0906
C -1.569984 4.112789 2.191273 -0.01 -0.02 -0.24 -1.0733
C -0.408109 4.754590 1.445026 -0.26 0.04 0.13 -0.5607
H -0.402798 5.834969 1.612151 0.04 -0.08 -0.06 0.5010
H -0.524375 4.576402 0.365214 -0.03 0.07 0.00 0.2314
H -2.510897 4.575641 1.891793 -0.01 0.01 0.02 0.4248
H -1.432623 4.266407 3.263209 -0.02 0.07 0.02 0.3100
H -2.297217 2.102506 2.508617 0.01 -0.04 -0.06 0.3990
H -1.877210 2.473570 0.836287 -0.06 0.00 0.02 0.3329
H -0.992952 0.089208 2.282989 -0.13 -0.09 0.01 0.6953
C 1.271875 -1.457869 2.524878 -0.07 0.07 0.05 -1.8037
N 1.710294 -2.123839 1.308399 0.02 -0.26 0.29 0.4617
C 0.851528 -2.641388 0.374308 -0.15 0.23 0.42 0.2575
O 1.193171 -3.492163 -0.425292 0.02 -0.24 -0.44 -0.6940
N -0.421042 -2.124309 0.450756 0.13 0.29 0.35 0.4204
C -1.528881 -2.469295 -0.322622 -0.37 -0.11 -0.19 0.1672
C -1.601194 -3.641763 -1.073225 0.11 -0.03 0.01 -0.5026
C -2.736512 -3.931522 -1.796785 -0.33 0.19 -0.04 -0.8485
C -3.835230 -3.071461 -1.793106 0.16 -0.05 0.04 0.6930
C -3.770066 -1.905954 -1.040037 -0.28 -0.09 -0.18 -0.6025
C -2.627263 -1.614921 -0.315628 0.29 -0.15 0.04 -0.4963
H -2.593637 -0.701952 0.264368 0.03 0.10 0.06 0.3654
H -4.596835 -1.213710 -1.006102 -0.08 0.03 -0.02 0.3913
O -4.903560 -3.462359 -2.547319 0.12 -0.14 -0.03 -0.4153
C -6.042454 -2.630326 -2.596428 -0.32 0.15 -0.06 -0.2617
C -7.059964 -3.292801 -3.512438 0.37 0.10 0.25 -1.4339
H -6.638004 -3.415046 -4.506146 -0.01 -0.01 -0.11 0.3249
H -7.955766 -2.681439 -3.576248 -0.10 0.05 -0.02 0.4162
H -7.322256 -4.273682 -3.125704 -0.07 -0.09 0.02 0.3300
H -6.465347 -2.506075 -1.588746 0.10 0.04 -0.09 0.3571
H -5.771295 -1.638631 -2.986685 0.00 -0.09 0.11 0.3592
H -2.798137 -4.835123 -2.382205 0.01 -0.12 -0.07 0.4325
H -0.757509 -4.310164 -1.091095 0.03 -0.04 -0.01 0.5111
H -0.500972 -1.235962 0.920738 0.05 -0.09 -0.12 -0.1437
C 3.115565 -2.414583 1.125789 0.31 0.04 -0.26 -1.2985
H 3.184510 -3.390349 0.635496 0.09 0.09 0.15 0.4856
C 3.849371 -1.378735 0.265695 -0.17 -0.23 -0.11 -0.4724
C 3.306211 -1.295713 -1.162044 0.19 0.02 0.09 -1.2173
N 2.072002 -0.530159 -1.258577 -0.03 0.00 -0.15 0.9292
C 1.333825 -0.872432 -2.465472 -0.28 0.16 -0.06 -1.1521
C 0.032897 -0.075789 -2.528571 0.09 -0.34 -0.09 0.1245
O 0.263874 1.315042 -2.477461 0.00 0.14 -0.20 -0.5553
C 0.976115 1.640462 -1.309026 0.31 0.05 0.20 -0.1844
C 2.310362 0.901967 -1.238695 -0.26 0.16 0.04 -1.1774
H 2.814919 1.174852 -0.310394 0.02 0.05 -0.01 0.5844
H 2.941757 1.215200 -2.092412 0.00 -0.03 0.05 0.2078
H 1.135321 2.720424 -1.335973 0.01 -0.02 0.09 0.1894
H 0.381898 1.379558 -0.421140 0.05 0.04 -0.03 0.0257
H -0.485566 -0.267443 -3.469519 0.00 -0.06 0.08 0.3921
H -0.616779 -0.371857 -1.693811 0.03 0.00 -0.08 -0.0722
H 1.099451 -1.937965 -2.438839 0.01 -0.01 -0.05 0.4699
H 1.929841 -0.657074 -3.371340 -0.01 -0.03 0.01 0.3786
H 4.081832 -0.864376 -1.821637 -0.08 -0.04 -0.02 0.6020
H 3.094214 -2.308360 -1.508702 0.05 0.02 -0.06 0.5150
H 4.900001 -1.673481 0.219000 0.07 0.05 0.04 0.4440
H 3.793026 -0.398872 0.736515 0.12 0.07 0.02 0.1225
H 3.595623 -2.481003 2.106588 -0.09 -0.03 -0.01 0.5042
H 2.006296 -1.697506 3.301702 -0.12 -0.04 -0.07 0.6628
H 0.313519 -1.889598 2.834145 0.12 0.05 0.03 0.4442
H 3.234936 0.422487 2.704153 0.12 -0.04 0.00 0.4796
H 3.080347 2.806052 2.403731 0.09 0.10 -0.01 0.3651
H 2.739513 4.798146 2.550193 0.01 0.09 0.00 0.3657
H 1.697388 6.087534 1.964800 0.05 -0.07 0.05 0.4713
H 4.637082 5.530582 1.033462 0.13 0.01 0.07 0.3430
H 4.339728 5.766173 -0.688932 0.11 0.06 -0.06 0.4066
H 3.642298 6.880619 0.487249 0.04 0.14 0.02 0.3476
```
Positions in Å, forces in eV/Å.

The energy comes out at -1575.02187 hartree. The structure (SMILES) is CCCN1CCCc2cc(CN(CCCN3CCOCC3)C(=O)Nc3ccc(OCC)cc3)ccc21. For the highest occupied orbital energy, the calculation gives -7.565 eV. The energy relative to the best compared isomer or geometry (same formula, charge and spin) comes out at 0.0 kcal per mole. For the HOMO-LUMO gap, the calculation gives 8.271 eV.